Molecular formula: C61H102O37
Method: DFT, ωB97M-V with the def2-TZVPD basis set

Results
Highest occupied orbital energy = -8.98 eV
Charge = 0
LUMO energy = -0.3 eV
2S+1 = 1

Element x y z (Å)
C -26.87901 -13.08307 17.51469
C -26.87191 -14.26147 16.52002
C -27.49348 -13.88925 15.17702
O -26.60912 -14.39915 14.24522
C -25.43216 -14.58037 14.77430
O -24.39692 -14.73536 14.17459
O -25.53653 -14.47481 16.13182
H -27.88988 -12.80273 17.81076
H -26.39225 -12.21027 17.07950
H -26.38282 -13.15057 18.48285
H -27.38124 -15.16749 16.84836
H -27.62271 -12.80846 15.11953
H -28.49025 -14.28620 14.98472
C -24.96934 -8.57390 20.15262
C -23.50315 -8.97255 19.97349
C -22.62529 -8.32575 21.06382
O -21.77495 -9.42087 21.42738
C -22.19439 -10.60896 20.91631
O -21.66959 -11.70148 21.14475
O -23.24567 -10.40152 20.08872
H -25.57407 -9.03108 19.36943
H -25.10279 -7.49251 20.18237
H -25.32366 -8.94785 21.11320
H -23.20343 -8.71677 18.95719
H -23.18228 -7.89731 21.89708
H -22.10008 -7.46225 20.65564
C -24.78091 -13.89859 10.51759
C -24.75834 -15.42552 10.73458
C -26.10440 -16.00468 11.04238
O -26.20430 -17.06317 10.13401
C -25.10870 -17.18211 9.41003
O -24.88424 -18.05304 8.58345
O -24.38756 -16.01561 9.52350
H -23.88545 -13.47682 10.06113
H -24.87726 -13.42629 11.49522
H -25.72565 -13.69511 10.01344
H -23.96487 -15.77572 11.39479
H -26.83654 -15.23412 10.80092
H -26.12558 -16.32794 12.08313
C -29.58155 -13.69160 20.63854
C -30.73208 -12.83004 20.07528
C -31.90532 -13.65777 19.55148
O -32.96872 -13.04385 20.20412
C -32.54068 -12.33387 21.25031
O -33.21515 -11.88629 22.15378
O -31.24279 -12.15729 21.17818
H -28.91145 -13.13297 21.29199
H -29.04114 -14.20847 19.84551
H -30.09399 -14.51138 21.14200
H -30.36519 -12.17952 19.28135
H -31.81309 -14.73792 19.66495
H -31.91416 -13.50187 18.47272
C -26.42229 -20.36159 16.78729
C -25.33963 -19.28081 16.60855
C -25.79938 -17.83940 16.46447
O -25.12454 -17.14138 17.51628
C -24.25203 -17.93890 18.12075
O -23.42024 -17.62466 18.96328
O -24.61298 -19.21093 17.81468
H -25.97712 -21.35639 16.80409
H -27.14094 -20.29120 15.97078
H -26.93012 -20.21522 17.74060
H -24.63967 -19.57288 15.82570
H -26.87493 -17.72438 16.59883
H -25.72356 -17.33416 15.50162
C -30.92059 -11.84937 14.53424
C -30.64469 -10.56465 15.28197
C -31.11606 -10.54589 16.65339
O -29.96127 -10.34026 17.42773
C -28.90132 -10.15477 16.62537
O -27.78326 -9.96048 17.01603
O -29.22330 -10.39671 15.30540
H -30.44366 -11.77176 13.55719
H -31.97716 -12.00746 14.31797
H -30.49260 -12.68989 15.08054
H -31.09981 -9.74829 14.72115
H -31.69706 -11.38998 17.02495
H -31.70170 -9.63589 16.78389
C -21.20255 -16.87389 16.22248
C -21.84073 -16.34983 14.95147
C -21.06397 -16.48023 13.68828
O -21.93594 -17.23963 12.87003
C -23.07979 -17.52561 13.49651
O -23.99471 -18.11473 12.95586
O -22.99759 -17.17493 14.77739
H -21.25343 -17.95607 16.34243
H -21.85327 -16.56461 17.04040
H -20.16512 -16.56093 16.34038
H -22.24148 -15.35214 15.13066
H -20.08331 -16.91586 13.87972
H -20.96333 -15.46626 13.30119
C -27.81948 -18.05944 20.04219
C -27.07295 -19.20482 20.70134
C -25.73135 -18.80181 21.37996
O -25.91394 -19.34608 22.70168
C -27.13034 -19.88193 22.81045
O -27.47133 -20.53679 23.79332
O -27.88188 -19.63059 21.79596
H -27.21159 -17.64465 19.23813
H -27.88817 -17.24242 20.76042
H -28.79728 -18.44311 19.75098
H -26.96009 -20.04219 20.01274
H -25.64397 -17.71658 21.32756
H -24.86826 -19.22884 20.86927
C -25.02962 -11.20195 13.69530
C -24.01630 -10.75996 14.81555
C -24.57916 -10.19861 16.11601
O -23.73533 -10.76939 17.11532
C -23.23340 -11.88217 16.66483
O -22.62384 -12.68736 17.34051
O -23.37858 -11.94933 15.30116
H -25.99266 -11.52173 14.09330
H -24.72935 -12.07000 13.10843
H -25.23119 -10.38345 13.00427
H -23.18031 -10.21200 14.38086
H -25.62016 -10.48388 16.26778
H -24.47947 -9.12056 16.24245
C -22.24668 -15.87460 21.68508
C -23.18045 -14.75306 21.41936
C -23.57077 -14.45205 19.98150
O -24.97487 -14.56258 20.04961
C -25.41020 -14.78942 21.29829
O -26.55572 -15.01224 21.62086
O -24.43300 -15.06344 22.08843
H -22.22779 -16.02327 22.76473
H -21.24091 -15.64736 21.33169
H -22.62335 -16.81216 21.27618
H -22.71464 -13.86660 21.84985
H -23.04913 -15.11978 19.29584
H -23.26926 -13.45809 19.65101
C -21.67744 -12.61439 12.02449
C -21.17975 -11.36539 12.66501
O -21.77167 -10.30500 12.46170
C -19.96148 -11.41260 13.53882
H -22.63308 -12.25065 11.64693
H -21.86679 -13.49332 12.64071
H -21.03263 -12.83716 11.17438
H -20.12744 -11.64912 14.58983
H -19.55417 -10.40245 13.49667
H -19.23868 -12.10827 13.11256
C -28.34542 -9.23578 11.94118
C -28.09365 -9.91247 10.62965
O -27.09629 -10.63193 10.52037
C -29.06165 -9.61993 9.44820
H -29.10039 -8.48634 11.70353
H -27.44118 -8.79488 12.36076
H -28.77272 -9.95738 12.63745
H -29.05554 -10.44011 8.73031
H -28.86763 -8.70136 8.89442
H -30.05562 -9.59020 9.89457
C -31.46772 -13.40344 10.32062
C -32.39973 -12.21697 10.10574
O -32.13267 -11.08626 10.57234
C -33.58790 -12.43096 9.13395
H -30.71249 -13.13030 11.05759
H -30.91628 -13.65431 9.41448
H -32.03841 -14.27113 10.65156
H -34.12080 -13.35933 9.33948
H -33.25691 -12.42914 8.09541
H -34.21306 -11.54612 9.25364
C -29.05897 -9.49366 20.49090
C -29.26948 -8.89311 21.87875
O -28.27292 -8.60828 22.54153
C -30.70182 -8.70250 22.31458
H -29.70240 -9.08170 19.71349
H -29.27878 -10.54596 20.67106
H -28.04027 -9.35747 20.12786
H -31.17206 -9.68531 22.28205
H -31.20943 -7.94038 21.72331
H -30.69157 -8.28350 23.32078
C -26.74729 -11.35918 23.29410
C -25.66175 -12.17584 23.98038
O -25.95348 -12.95705 24.88549
C -24.20010 -11.83224 23.73706
H -26.33021 -10.36425 23.13830
H -27.65447 -11.34408 23.89816
H -27.05860 -11.82562 22.35942
H -23.59955 -11.76225 24.64400
H -24.01656 -11.01381 23.04093
H -23.77961 -12.70492 23.23734
C -27.89827 -18.69062 12.65181
C -28.51313 -17.47096 13.30776
O -28.29954 -17.21283 14.47850
C -29.39177 -16.54981 12.42200
H -26.84033 -18.54339 12.43456
H -28.41542 -18.86114 11.70758
H -28.08173 -19.55157 13.29462
H -30.42705 -16.69465 12.73071
H -29.23870 -16.78874 11.36958
H -29.08941 -15.51052 12.55069
C -29.97206 -17.39346 17.30130
C -30.37615 -15.98135 16.81713
O -29.69559 -14.99041 17.13368
C -31.65090 -15.83497 16.07274
H -29.77099 -18.07494 16.47470
H -30.77801 -17.67891 17.97736
H -29.10518 -17.30650 17.95632
H -31.64732 -14.80545 15.71472
H -32.49582 -16.01828 16.73653
H -31.63489 -16.57795 15.27536

Force components x, y, z for each atom (eV/Å):
C -0.3 0.1 0.3
C -0.7 1.1 0.6
C -1.9 0.7 1.1
O -0.5 -0.1 -2.4
C 2.1 0.4 1.4
O -1.0 -0.2 0.3
O 1.5 -0.8 -0.8
H -0.3 0.0 -0.4
H -0.2 -0.1 -0.4
H 0.3 -1.1 -0.2
H 0.5 -0.1 0.5
H 0.5 0.3 -0.4
H 0.2 -0.4 0.2
C 0.2 -1.1 0.2
C -0.6 0.6 0.0
C -0.2 -0.6 -1.1
O 0.5 0.0 0.6
C 0.8 -1.6 0.0
O -1.5 3.1 -0.5
O 0.0 0.3 0.7
H -0.1 0.2 0.0
H 0.2 0.0 -0.3
H -0.1 -0.1 0.1
H 0.3 0.1 0.1
H -0.1 -0.7 0.3
H 0.7 -0.4 -0.1
C -0.5 -0.8 1.2
C 1.9 1.9 0.2
C 0.2 1.0 0.5
O -1.3 -1.6 0.7
C 1.3 -0.3 -3.7
O -0.4 1.7 2.2
O -0.2 -2.0 -1.3
H -0.3 -0.3 -0.3
H 0.0 0.0 0.1
H 0.4 0.4 -0.5
H -0.3 0.4 0.7
H -0.5 -0.3 0.2
H -0.4 -0.1 -0.1
C -0.8 -0.4 -0.9
C 2.6 -2.0 -0.3
C 1.5 0.6 -1.2
O -2.0 -0.6 -0.1
C -1.7 1.2 2.3
O 0.6 -0.8 -1.7
O 0.5 1.1 0.4
H -0.1 -0.2 -0.1
H 0.3 0.3 -0.1
H 0.3 0.1 0.7
H -0.1 0.5 0.3
H -0.3 0.0 0.8
H -0.7 0.1 -0.1
C 0.4 0.6 -0.2
C -0.4 -0.6 -0.3
C -1.6 0.5 -0.2
O 0.5 1.2 -0.7
C 0.1 -0.4 2.0
O -1.7 -0.6 -2.0
O 1.9 -0.4 1.0
H 0.0 0.1 -0.1
H 0.0 -0.1 0.0
H -0.1 0.1 -0.1
H -0.1 0.1 -0.2
H -0.2 -0.2 0.7
H 1.1 -0.2 -0.1
C 0.2 0.0 -0.5
C -0.3 -1.1 -3.4
C -1.3 1.4 2.0
O 1.0 0.0 0.4
C 1.5 -1.0 -0.3
O -1.0 0.3 -0.4
O -0.2 0.8 1.8
H 0.1 -0.2 0.0
H -0.1 0.0 0.3
H -0.1 -0.1 0.0
H 0.3 0.2 -0.1
H 0.3 -0.2 -0.2
H -0.5 -0.2 0.3
C -0.3 0.0 0.5
C -0.4 -0.3 2.5
C -0.1 0.9 0.2
O 0.6 0.0 -1.2
C -0.8 -1.3 -0.4
O 0.8 0.9 0.9
O -0.9 -0.2 -0.7
H 0.2 -0.2 -0.7
H 0.5 0.5 0.3
H -0.1 0.2 0.2
H 0.3 0.1 -0.2
H -0.1 -0.4 -0.5
H 0.3 -0.2 -0.6
C 0.8 -0.2 0.5
C 0.2 0.9 -0.4
C -1.1 -0.4 -0.7
O 1.1 0.6 -0.6
C 0.1 -2.2 4.6
O 0.6 1.5 -2.0
O -1.2 -0.1 -1.7
H -0.2 -0.2 -0.4
H -0.3 0.0 0.1
H 0.1 0.4 -0.2
H 0.1 -0.1 0.1
H 0.1 0.1 0.7
H 0.0 -0.2 0.3
C 0.1 0.6 0.7
C -0.4 -1.1 -1.3
C -0.1 0.9 -0.4
O -1.1 1.1 0.8
C 2.1 -2.3 -0.4
O -1.0 0.9 -1.2
O 0.1 -1.0 1.3
H -0.1 0.2 0.4
H 0.7 0.2 0.2
H 0.1 0.0 0.0
H -0.4 0.6 0.0
H 0.1 0.0 0.1
H -0.2 0.0 -0.3
C 0.0 -0.9 0.3
C 0.9 0.6 0.5
C 1.1 0.3 0.4
O -1.4 0.5 -1.1
C -2.0 -2.1 -0.7
O 0.1 1.0 -0.8
O 2.4 0.8 1.1
H 0.3 0.1 0.1
H -0.1 -0.1 -0.1
H 0.2 0.0 -0.3
H -0.5 0.2 0.3
H -0.9 -0.5 -0.2
H -0.3 0.2 0.3
C -1.0 0.5 -0.7
C -0.7 1.0 0.9
O 0.8 -1.2 0.2
C 0.5 0.7 -0.5
H -0.1 -0.6 -0.3
H 0.4 0.2 0.2
H 0.1 -0.3 0.0
H -0.4 -0.2 -0.1
H 0.2 -0.1 0.2
H 0.1 -0.1 0.2
C -0.9 0.4 -0.5
C 2.2 -0.8 -1.1
O -1.7 0.8 -0.2
C 0.1 -0.9 1.0
H 0.0 0.3 0.7
H -0.1 -0.1 -0.1
H 0.1 0.0 0.1
H 0.3 0.0 0.1
H 0.2 0.1 0.4
H -0.2 0.2 -0.2
C -0.1 0.6 0.5
C 0.8 2.1 -0.4
O -0.9 -3.0 -1.0
C 0.5 0.8 1.0
H -0.1 -0.1 0.1
H -0.3 0.0 -0.2
H 0.1 -0.1 -0.1
H 0.0 0.1 0.0
H 0.3 -0.2 0.1
H -0.3 -0.2 0.0
C 0.0 0.2 0.4
C 1.8 0.9 -0.5
O -1.7 -0.3 -0.4
C 0.8 0.3 0.8
H -0.4 -0.2 0.3
H 0.0 -0.2 -0.5
H 0.1 -0.2 0.4
H -0.4 0.2 0.0
H 0.0 -0.4 -0.5
H -0.1 -0.4 0.2
C 0.4 -0.5 0.0
C -0.6 -0.1 2.5
O 0.5 0.8 -1.5
C 0.1 -0.8 -0.9
H -0.5 0.1 -0.3
H 0.3 0.1 0.2
H 0.3 0.1 -0.3
H -0.4 0.3 0.1
H -0.2 0.2 0.3
H 0.1 -0.2 -0.1
C -1.0 0.2 -0.2
C 0.4 0.5 -0.1
O -0.4 0.0 -0.4
C 0.9 -0.5 0.4
H 0.1 -0.1 0.2
H 0.2 -0.2 -0.1
H 0.4 0.0 0.1
H -0.1 0.1 -0.2
H -0.3 -0.1 0.1
H -0.1 0.0 0.3
C 0.0 1.6 0.2
C 2.0 0.6 1.6
O -1.3 -1.6 -0.6
C 0.4 0.2 -0.2
H -0.3 -0.1 0.1
H -0.3 -0.6 -0.3
H 0.1 0.1 -0.4
H -0.4 -0.2 -0.3
H -0.1 -0.1 -0.1
H -0.4 0.1 -0.2

Mulliken population analysis, charges in e, atoms 1 to 6: number 1, C, carries 0.38; number 2, C, carries 2.51; number 3, C, carries 0.84; number 4, O, carries -0.10; number 5, C, carries -0.28; number 6, O, carries -0.06